Molecular formula: C5H10FN
Method: DFT, the ωB97M-V functional and the def2-TZVPD basis

Positions of all 17 atoms, in Å:
C -0.58 0.48 0.59
C 0.39 -0.47 0.06
C -0.20 1.99 0.42
C 0.36 -1.82 0.51
C 0.98 -0.22 -1.26
N -1.73 0.32 -0.32
F -2.52 -0.63 0.29
H -0.84 0.38 1.67
H 0.87 2.05 0.08
H -0.31 2.53 1.37
H -0.95 2.48 -0.30
H 1.31 -1.98 1.13
H 0.30 -2.57 -0.41
H -0.47 -1.86 1.14
H 1.53 -1.21 -1.73
H 1.75 0.52 -1.40
H 0.10 0.00 -1.85

Computed properties:
Spin multiplicity = 1
Total charge = 0
Relative energy (zero: lowest compared OMol25 entry of this formula, charge and spin) = 125.8 kcal/mol
Lowest unoccupied orbital energy (alpha / beta) = 0.41 / -0.02 eV
Electronic energy = -9549.1628 eV
Gap between HOMO and LUMO (alpha / beta) = 9.8 / 7.5 eV